The following is a DFT calculation (wB97M-V/def2-TZVPD) of a structure of composition C41H47BIrN5 in a non-equilibrium geometry.

Structure (XYZ):
```
95
Properties=species:S:1:pos:R:3:forces:R:3
H -4.88858 2.94791 3.01541 0.0039 0.0324 0.0218
N -1.55160 -1.15161 1.18165 0.0263 -0.1152 -0.1952
H 2.45080 0.49067 4.43172 -0.0204 0.0016 0.0177
H 1.39552 -1.41142 1.35483 0.0058 -0.0361 0.0430
C -1.57399 3.62822 -0.10160 0.0800 -0.1576 0.0033
H -2.49296 -2.04984 4.26868 -0.0304 -0.0041 -0.0022
C -1.05619 -1.92464 -3.59257 0.1384 -0.0011 0.0904
C -2.94823 2.58334 3.85482 0.0901 0.0144 0.0059
H 5.48309 4.91509 0.42864 -0.0072 -0.0134 -0.0262
B 1.03642 1.55564 1.46070 -0.5645 -0.5628 -0.9000
H -2.68556 -3.95894 -1.44531 -0.0698 0.0632 0.0098
C -1.90560 2.48454 -1.06747 0.0702 0.3055 0.1058
H -1.61797 2.72796 -2.09119 0.0513 -0.0998 0.0081
H 0.97068 4.37543 3.24947 -0.0050 -0.0124 0.0486
C -0.59830 3.50320 5.72139 0.1993 -0.2329 -0.0571
H -1.35175 1.56638 -0.76097 -0.0720 0.0243 -0.1919
C -2.26386 -2.16079 3.21828 -0.0333 -0.0327 -0.0979
N -0.63794 -1.30327 -1.34337 -0.0368 0.2091 0.1613
H 2.16563 2.27184 -1.40333 -0.1010 0.0572 0.0163
N 2.44617 1.77359 1.86372 0.1424 0.3975 -0.0019
C 2.03648 -2.00340 2.02164 0.0622 0.0426 -0.1861
C -1.08107 2.83321 2.35176 -0.7000 -0.1287 0.2154
H -0.36719 0.66236 6.28044 -0.0358 -0.0077 0.0497
C 3.63353 1.02500 1.59555 0.4451 -0.2154 -0.1047
H 3.58953 3.36566 0.27693 -0.0758 -0.0740 0.0804
C -0.16121 4.16294 -0.31834 -0.1147 0.0667 -0.0172
C -1.57356 2.54577 3.64630 0.1588 -0.1019 -0.1372
H 1.57249 -1.01276 4.67806 0.0036 -0.0351 -0.0300
N 0.33366 2.67413 2.14260 0.6352 0.4769 0.4738
Ir -0.07888 0.26550 0.18211 0.3937 0.1663 0.5083
H 2.74926 2.98445 -3.71193 0.0218 -0.0288 -0.0040
H 1.04793 0.08978 3.41545 -0.0597 0.0156 0.0384
C 2.11689 2.12317 -3.54723 -0.0311 -0.0168 0.0098
H 2.68598 -2.61651 1.39525 -0.0319 -0.0505 0.0211
C -3.31492 3.25582 1.59590 0.0157 -0.0152 0.0919
H -2.21794 -4.40219 0.68998 0.0269 -0.0157 0.0299
H -3.99304 3.58766 0.81904 0.0090 -0.0300 -0.0281
H 0.05472 3.31782 6.57544 -0.0290 0.0443 0.0159
C 4.67918 1.61434 0.83773 -0.7783 0.2139 -0.0469
H -1.96493 1.37511 6.37948 -0.0577 -0.0250 -0.0312
H 6.69785 1.36786 0.07654 -0.0423 0.0401 0.0149
H 3.47206 -1.71554 3.55728 0.0410 0.0223 -0.0434
C 1.77290 1.74220 -2.26219 0.0176 0.0634 0.0120
C 4.92898 2.85911 -1.32071 0.0505 -0.1925 0.0249
C -0.42969 -1.11640 -2.65235 -0.1455 -0.2393 -0.0477
C -2.11121 -3.46500 1.21777 -0.0398 0.0560 -0.1401
C 1.62345 1.37639 -4.60418 0.0461 -0.0023 0.0241
H 4.38775 2.04364 -1.80068 0.0378 0.0586 -0.0426
C 2.83806 -1.06677 2.94368 -0.0067 0.0606 0.1881
H 1.40554 -2.65954 2.62031 0.0140 0.0009 0.0246
H -3.33007 2.36616 4.84337 -0.0375 -0.0179 -0.0042
C 2.51089 2.93394 2.55949 0.3022 -0.2567 0.1269
C -1.87016 -2.95677 -3.15690 0.0329 -0.0042 -0.0751
H -1.58729 0.25891 5.06286 0.0345 -0.0310 0.0716
C 3.80863 -0.26300 2.10769 -0.6064 0.3572 0.2578
H 0.32743 2.00039 4.50305 -0.0542 -0.0400 -0.0439
C 1.23228 3.46520 2.73098 -0.5474 -0.0554 -0.1524
H 0.57739 3.36310 -0.26912 0.0884 0.0230 -0.0497
H 0.09251 4.93049 0.41466 0.0095 -0.0093 -0.0036
H -2.96231 2.22586 -1.04360 0.0017 -0.0720 0.0249
C 4.59425 2.95699 0.18025 0.1524 0.0660 0.0711
C 0.47938 -0.00485 -3.01403 0.1976 0.2256 -0.1852
H -2.36732 -3.59233 -3.87740 0.0145 -0.0287 0.0191
N 0.95952 0.72549 -1.99819 -0.1535 -0.2277 0.0740
H 5.41465 4.00411 1.94218 -0.0301 0.0387 0.0001
C -0.68410 2.24082 4.83786 -0.1124 0.3218 0.2207
H -0.90441 -1.76942 -4.64909 -0.0383 0.0153 -0.0092
C 5.90208 0.89307 0.63532 0.3424 -0.2988 0.0155
H 0.44881 -0.32358 -5.14404 -0.0057 0.0161 -0.0116
C 5.04862 -0.94154 1.84882 0.5232 -0.1143 -0.1934
H -1.77269 -0.07876 2.91957 0.0614 -0.0456 -0.0085
H 6.61761 3.60093 0.72743 -0.0012 0.0132 -0.0357
H 5.19621 -1.92665 2.27652 -0.1405 -0.0223 -0.0199
C -1.18736 1.06240 5.68399 0.1299 0.0191 -0.1171
H 7.01022 -0.90438 0.96901 -0.0119 -0.0211 0.0210
C 0.81803 0.28339 -4.33162 -0.1137 -0.0473 0.0567
C -2.05624 -3.15606 -1.80043 0.0854 0.0106 0.1018
H 3.42845 3.33395 2.96182 0.0589 0.0157 -0.0350
H -2.70268 -4.26312 3.11981 0.0120 -0.0099 -0.0079
C -1.94929 3.21711 1.31886 0.0227 0.1049 -0.1697
H 1.86772 1.63273 -5.62624 0.0032 -0.0064 0.0010
H 4.65985 3.79713 -1.80469 0.0056 0.0236 0.0151
C -1.70220 -2.32373 0.54226 -0.0429 -0.0788 0.3166
H -2.25269 4.44710 -0.35398 -0.0176 -0.0113 0.0287
C 6.08229 -0.37275 1.12735 0.0524 -0.0172 -0.0199
C -3.82215 2.91977 2.83746 0.0777 0.0184 -0.0566
C -1.43955 -2.28718 -0.91094 -0.0594 -0.1189 -0.3186
C 1.92659 -0.31662 3.91839 0.0855 0.0744 -0.1706
C 5.58586 3.92388 0.86851 -0.0073 -0.0318 0.1082
H 5.99402 2.70001 -1.48842 -0.0054 0.0493 -0.0099
H -0.09558 4.62154 -1.30559 0.0161 -0.0292 -0.0081
C -1.85054 -1.06777 2.47917 0.0153 0.1195 0.0686
H -0.21356 4.36460 5.17381 -0.0111 0.0313 0.0166
C -2.38416 -3.38476 2.57462 -0.0096 0.0558 0.0602
H -1.58545 3.76868 6.09760 -0.0175 0.0097 0.0057
```
Forces are in eV/Å.

⟨S²⟩: 8.782
Orbital gap (alpha / beta) (eV): 6.99 / 3.99
LUMO (alpha / beta) (eV): -8.17 / -12.00
M (g mol⁻¹): 812.89
Net charge: +3
Max |F| (hartree/bohr): 0.023
Spin multiplicity: 6